# C28H65N9O8P2S

A cluster of 3 separate species, C28H65N9O8P2S in total at a distorted geometry (the ωB97M-V functional and the def2-TZVPD basis, OMol25).

E: -3281.126689 Eh
frontier orbital gap: 7.75 eV
structure (SMILES): C#CCCC[C@]1(CON=O)OS(=O)(=O)O[C@@]1(CCCCCN)NCCC.CN(C)P(=O)(N(C)C)N(C)C.CN(C)P(=O)(N(C)C)N(C)C
total charge: 0

Each line ends with the Löwdin charge.
Cartesian coordinates (Å):
1 C -2.24 -7.99 7.78  0.0892
2 C -2.92 -7.02 7.99  -0.1392
3 C -3.62 -5.71 8.14  -0.1813
4 C -3.91 -5.02 6.77  -0.1531
5 C -2.94 -3.87 6.41  -0.0970
6 C -1.56 -4.32 5.84  -0.3224
7 C -1.62 -5.29 4.65  -0.1125
8 O -1.91 -6.62 5.05  -0.1173
9 N -2.88 -7.24 4.23  -0.0001
10 O -2.50 -7.39 3.14  0.0947
11 O -0.87 -4.96 6.94  -0.1331
12 S -0.23 -3.88 7.96  0.6389
13 O -0.92 -3.80 9.20  -0.2222
14 O 1.12 -4.24 8.21  -0.2239
15 O -0.46 -2.61 7.00  -0.1387
16 C -0.64 -3.05 5.64  -0.4241
17 C -1.23 -1.84 4.90  -0.0859
18 C -1.45 -2.05 3.37  -0.1522
19 C -0.34 -1.48 2.44  -0.1688
20 C 0.60 -2.52 1.80  -0.2025
21 C -0.12 -3.74 1.18  -0.2950
22 N 0.79 -4.52 0.31  -0.0082
23 N 0.68 -3.46 5.18  0.0519
24 C 1.75 -2.52 5.54  -0.2068
25 C 3.03 -2.76 4.70  -0.2287
26 C 3.41 -4.26 4.63  -0.0986
27 H -1.64 -8.73 7.29  0.0308
28 H -4.55 -5.95 8.67  0.1110
29 H -3.05 -5.05 8.81  0.0995
30 H -4.04 -5.74 5.95  0.0975
31 H -4.90 -4.55 6.89  0.1135
32 H -3.41 -3.30 5.60  0.1235
33 H -2.83 -3.22 7.29  0.1273
34 H -0.64 -5.28 4.15  0.1203
35 H -2.40 -4.90 3.97  0.1316
36 H -2.21 -1.59 5.33  0.1139
37 H -0.61 -0.95 5.05  0.1191
38 H -2.38 -1.51 3.12  0.1163
39 H -1.68 -3.11 3.20  0.0786
40 H 0.27 -0.80 3.06  0.1065
41 H -0.79 -0.84 1.67  0.1061
42 H 1.11 -2.02 0.96  0.1149
43 H 1.41 -2.87 2.46  0.0736
44 H -0.40 -4.40 2.04  0.0835
45 H -1.07 -3.49 0.70  0.1229
46 H 0.31 -5.39 0.09  0.0641
47 H 1.54 -4.82 0.92  0.0615
48 H 0.69 -3.67 4.19  0.0904
49 H 1.48 -1.46 5.38  0.1154
50 H 2.06 -2.66 6.58  0.1061
51 H 2.96 -2.29 3.70  0.0884
52 H 3.84 -2.25 5.24  0.1070
53 H 3.29 -4.70 5.63  0.0810
54 H 2.83 -4.80 3.87  0.0591
55 H 4.47 -4.34 4.33  0.0702
56 C -3.01 0.65 -2.49  -0.1227
57 N -3.20 2.04 -2.11  -0.3539
58 C -4.54 2.22 -1.56  -0.1508
59 P -2.00 2.89 -1.19  0.7349
60 O -2.09 2.04 0.07  -0.3203
61 N -0.39 2.51 -1.59  -0.3153
62 C 0.05 1.88 -2.82  -0.1260
63 C 0.50 2.13 -0.50  -0.1426
64 N -1.92 4.16 -2.44  -0.2894
65 C -1.90 5.50 -1.83  -0.1457
66 C -2.73 4.20 -3.65  -0.1328
67 H -3.86 0.31 -3.09  0.0813
68 H -2.90 -0.02 -1.63  0.0838
69 H -2.14 0.54 -3.14  0.0560
70 H -4.73 3.28 -1.37  0.0742
71 H -4.67 1.68 -0.61  0.0779
72 H -5.30 1.88 -2.27  0.0806
73 H 0.00 0.79 -2.75  0.0805
74 H 1.09 2.15 -3.04  0.0683
75 H -0.53 2.21 -3.69  0.0717
76 H 0.36 1.08 -0.21  0.0731
77 H 0.32 2.75 0.38  0.0696
78 H 1.55 2.28 -0.77  0.0796
79 H -2.88 5.78 -1.43  0.0755
80 H -1.59 6.26 -2.56  0.0768
81 H -1.17 5.53 -1.01  0.0770
82 H -3.79 4.38 -3.46  0.0780
83 H -2.63 3.28 -4.23  0.0726
84 H -2.36 5.00 -4.30  0.0866
85 C 3.20 2.50 -7.91  -0.1211
86 N 2.53 3.79 -8.05  -0.3540
87 C 1.32 3.63 -8.85  -0.1489
88 P 2.26 4.81 -6.67  0.7346
89 O 1.34 3.87 -5.91  -0.3125
90 N 3.54 4.81 -5.54  -0.3190
91 C 4.90 4.38 -5.79  -0.1372
92 C 3.20 4.55 -4.14  -0.1418
93 N 3.11 6.15 -7.49  -0.2939
94 C 2.38 7.42 -7.32  -0.1450
95 C 3.66 6.10 -8.84  -0.1362
96 H 3.29 2.03 -8.89  0.0819
97 H 2.67 1.81 -7.25  0.0871
98 H 4.22 2.62 -7.56  0.0542
99 H 0.87 4.61 -9.05  0.0742
100 H 0.57 3.01 -8.35  0.0788
101 H 1.56 3.19 -9.82  0.0813
102 H 5.01 3.30 -5.65  0.0800
103 H 5.59 4.87 -5.11  0.0810
104 H 5.24 4.63 -6.80  0.0699
105 H 3.08 3.48 -3.94  0.0738
106 H 2.27 5.05 -3.88  0.0696
107 H 3.97 4.94 -3.48  0.0804
108 H 1.47 7.45 -7.92  0.0761
109 H 3.00 8.28 -7.58  0.0778
110 H 2.10 7.55 -6.27  0.0771
111 H 2.88 6.03 -9.62  0.0789
112 H 4.35 5.28 -8.96  0.0711
113 H 4.23 7.01 -9.02  0.0869

***

# C28H66ClN6O9

A cluster of 8 separate species, C28H66ClN6O9 in total at a distorted geometry (the ωB97M-V functional and the def2-TZVPD basis, OMol25).

E: -2572.160126 Eh
frontier orbital gap: 8.65 eV
total charge: -1

Each line ends with the Löwdin charge.
Cartesian coordinates (Å):
1 Cl 0.47 0.74 1.10  0.6537
2 O 0.20 1.13 2.43  -0.3489
3 O 1.87 1.07 0.68  -0.4000
4 O 0.38 -0.69 1.03  -0.3785
5 O -0.54 1.36 0.27  -0.3511
6 O 3.63 -4.54 -0.16  -0.0226
7 C 2.76 -3.71 0.18  -0.5874
8 N 3.03 -2.49 0.63  0.1779
9 C 1.27 -4.05 0.07  -0.0049
10 H 4.00 -2.22 0.58  0.1019
11 H 2.23 -1.89 0.77  0.0683
12 H 0.76 -3.38 -0.63  0.0707
13 H 0.83 -3.99 1.07  0.0776
14 H 1.18 -5.07 -0.31  0.0753
15 O 3.43 4.17 4.46  -0.0198
16 C 2.59 3.85 3.60  -0.5692
17 N 2.93 3.20 2.47  0.1732
18 C 1.10 4.15 3.80  -0.0180
19 H 3.91 3.00 2.35  0.0645
20 H 2.29 2.88 1.76  0.0654
21 H 0.95 4.56 4.80  0.0727
22 H 0.60 3.18 3.78  0.0565
23 H 0.76 4.87 3.06  0.0706
24 O 5.68 2.16 1.68  0.0313
25 C 5.81 1.45 0.69  -0.6169
26 N 4.92 0.57 0.27  0.1887
27 C 7.00 1.52 -0.17  -0.0166
28 H 5.06 -0.18 -0.39  0.1026
29 H 4.11 0.63 0.86  0.0891
30 H 7.17 2.50 -0.62  0.0884
31 H 6.98 0.78 -0.97  0.0663
32 H 7.93 1.36 0.38  0.0869
33 C 5.42 -1.06 -4.40  -0.0877
34 C 4.68 0.04 -5.18  -0.2305
35 N 3.79 0.77 -4.29  -0.2037
36 C 2.83 -0.06 -3.69  -0.2926
37 C 1.74 0.75 -2.98  -0.0775
38 C 4.55 1.59 -3.30  -0.2195
39 C 5.58 2.65 -3.82  -0.0714
40 H 6.18 -1.65 -4.91  0.0667
41 H 4.79 -1.78 -3.87  0.0617
42 H 5.94 -0.67 -3.52  0.0518
43 H 5.36 0.67 -5.76  0.1009
44 H 4.10 -0.42 -5.98  0.1047
45 H 2.38 -0.65 -4.49  0.1229
46 H 3.21 -0.75 -2.93  0.1041
47 H 2.07 1.14 -2.02  0.0493
48 H 1.30 1.60 -3.51  0.0800
49 H 0.90 0.11 -2.74  0.0665
50 H 4.90 0.88 -2.55  0.0764
51 H 3.80 2.20 -2.81  0.1011
52 H 5.57 3.56 -3.22  0.0662
53 H 5.44 2.87 -4.87  0.0646
54 H 6.62 2.31 -3.78  0.0579
55 C -6.82 3.03 3.07  -0.0963
56 C -5.43 3.64 3.24  -0.2465
57 N -4.69 3.63 1.95  -0.1782
58 C -4.19 2.32 1.43  -0.2512
59 C -3.78 2.39 0.00  -0.0955
60 C -3.63 4.62 1.91  -0.2824
61 C -2.37 4.26 2.67  -0.0890
62 H -7.14 2.62 4.03  0.0581
63 H -6.94 2.14 2.46  0.0615
64 H -7.56 3.82 2.91  0.0650
65 H -5.54 4.66 3.61  0.1069
66 H -4.86 3.12 4.01  0.1003
67 H -3.42 1.89 2.07  0.1125
68 H -5.01 1.61 1.52  0.1003
69 H -4.49 2.73 -0.75  0.0814
70 H -2.85 2.93 -0.15  0.0666
71 H -3.54 1.36 -0.23  0.0606
72 H -3.99 5.52 2.42  0.0988
73 H -3.46 4.98 0.90  0.1087
74 H -2.57 3.91 3.68  0.0796
75 H -1.72 5.13 2.73  0.0665
76 H -1.81 3.52 2.09  0.0606
77 C -5.65 -3.07 -3.77  -0.0944
78 C -4.13 -3.13 -4.12  -0.2103
79 N -3.35 -3.23 -2.85  -0.1990
80 C -3.40 -4.53 -2.10  -0.2225
81 C -2.97 -5.63 -3.08  -0.1006
82 C -3.42 -2.06 -1.96  -0.2720
83 C -2.22 -1.75 -1.07  -0.0810
84 H -6.31 -2.97 -4.63  0.0571
85 H -5.99 -2.20 -3.22  0.0573
86 H -6.05 -3.87 -3.15  0.0582
87 H -3.93 -3.87 -4.89  0.0936
88 H -3.79 -2.22 -4.61  0.1039
89 H -2.79 -4.39 -1.21  0.1056
90 H -4.44 -4.78 -1.90  0.0915
91 H -2.76 -6.53 -2.50  0.0658
92 H -3.67 -5.86 -3.88  0.0616
93 H -2.04 -5.28 -3.53  0.0752
94 H -4.33 -2.16 -1.38  0.1031
95 H -3.51 -1.11 -2.50  0.1113
96 H -2.29 -0.80 -0.53  0.0563
97 H -1.34 -1.70 -1.72  0.0728
98 H -2.02 -2.57 -0.39  0.0540
99 O 0.49 -4.79 4.94  0.1281
100 C -0.08 -3.75 5.07  -0.5347
101 O 0.64 -2.65 5.29  0.0483
102 C -0.25 -1.56 5.00  -0.1678
103 C -1.48 -2.08 4.30  -0.1370
104 C -1.53 -3.39 5.09  -0.0906
105 H 0.20 -0.84 4.32  0.1157
106 H -0.52 -1.06 5.93  0.1287
107 H -1.45 -2.16 3.21  0.1214
108 H -2.31 -1.43 4.58  0.1176
109 H -2.09 -4.22 4.67  0.1228
110 H -1.85 -3.25 6.12  0.1318

***

# C28H67AlBe2F6KN3O14P2S2Si3

A structure of composition C28H67AlBe2F6KN3O14P2S2Si3 at a distorted geometry (the ωB97M-V functional and the def2-TZVPD basis, OMol25).

E: -6141.828416 Eh
frontier orbital gap: 1.36 eV
total charge: +2

Each line ends with the Löwdin charge.
Cartesian coordinates (Å):
1 C 3.81 2.21 3.11  -0.1177
2 C 4.23 3.36 2.04  -0.2277
3 C 3.77 4.83 2.53  -0.2016
4 C 2.49 5.42 1.74  -0.1896
5 C 1.28 5.83 2.74  -0.1392
6 C -0.09 5.04 2.30  -0.1915
7 O -1.02 4.85 3.39  -0.1346
8 C -1.63 3.54 3.41  -0.4804
9 C -2.47 3.55 4.83  -0.1120
10 C -3.04 2.11 5.26  -0.2811
11 C -2.24 1.36 6.42  -0.1584
12 C -2.65 -0.23 6.28  -0.2360
13 C -1.38 -1.19 6.00  -0.1025
14 P -0.36 2.12 3.64  0.8406
15 N 0.64 2.59 4.83  -0.2626
16 C -2.74 3.30 2.26  -0.3266
17 O -3.10 4.53 1.52  -0.2359
18 C -4.32 5.11 2.05  -0.5026
19 S -5.88 4.45 1.26  0.7476
20 Si -2.35 1.98 0.93  0.5484
21 C -2.40 0.14 1.60  -0.2079
22 C -0.82 2.34 -0.17  -0.1954
23 C -3.86 2.04 -0.31  -0.2066
24 H 4.71 1.85 3.73  0.0803
25 H 3.04 2.62 3.87  0.0399
26 H 3.33 1.30 2.57  0.0453
27 H 5.38 3.39 1.92  0.1171
28 H 3.80 3.04 1.03  0.0746
29 H 4.61 5.61 2.47  0.1102
30 H 3.45 4.73 3.64  0.0961
31 H 2.18 4.68 0.92  0.1016
32 H 2.86 6.37 1.18  0.1136
33 H 1.08 6.95 2.55  0.1137
34 H 1.52 5.67 3.85  0.1084
35 H 0.21 4.12 1.71  0.0848
36 H -0.60 5.76 1.54  0.1439
37 H -3.24 4.41 4.86  0.1341
38 H -1.69 3.84 5.63  0.1319
39 H -3.17 1.48 4.30  0.0195
40 H -4.12 2.29 5.67  0.0817
41 H -2.61 1.67 7.47  0.1400
42 H -1.10 1.40 6.34  0.0969
43 H -3.23 -0.62 7.19  0.1204
44 H -3.36 -0.36 5.36  0.0326
45 H -0.53 -0.82 6.68  0.1067
46 H -1.08 -1.17 4.89  0.0703
47 H -1.64 -2.30 6.23  0.0959
48 H 0.48 1.91 2.50  0.0156
49 H -0.97 0.86 3.96  -0.0112
50 H 0.38 3.52 5.18  -0.0237
51 H -3.75 2.97 2.75  0.1019
52 H -4.30 6.25 1.84  0.1232
53 H -4.45 5.00 3.18  0.0813
54 H -6.40 3.41 2.01  -0.1640
55 H -3.05 -0.51 0.91  0.0471
56 H -2.84 0.06 2.65  -0.0105
57 H -1.32 -0.30 1.56  0.0433
58 H 0.20 2.14 0.32  0.0227
59 H -0.88 1.62 -1.08  0.0445
60 H -0.87 3.42 -0.60  0.0783
61 H -4.05 3.14 -0.56  0.0246
62 H -3.50 1.51 -1.27  0.0378
63 H -4.79 1.52 0.16  0.0472
64 Be -4.83 0.81 4.62  0.3993
65 N 4.43 -1.30 2.87  -0.5696
66 O 4.90 -1.52 3.98  0.0853
67 O 5.14 -0.86 1.97  0.0244
68 O 3.20 -1.53 2.65  -0.1376
69 F 5.91 1.26 -0.85  -0.1242
70 P 4.42 0.89 -1.29  0.2220
71 F 4.28 1.38 0.22  -0.1867
72 F 4.65 1.85 -2.55  -0.1402
73 F 2.99 1.56 -1.55  -0.1690
74 F 3.63 -0.44 -0.85  -0.2236
75 F 5.06 -0.28 -2.18  -0.1399
76 O -7.90 0.64 1.83  -0.3428
77 S -8.72 1.34 0.81  0.2651
78 O -8.34 0.86 -0.53  -0.1237
79 O -8.49 2.79 0.91  -0.2222
80 O -10.14 1.06 1.04  -0.1018
81 Be 2.78 -2.08 0.83  0.6916
82 K 0.97 -3.38 -1.03  0.7525
83 C -3.94 -5.40 -7.48  -0.1787
84 Si -3.82 -3.52 -7.46  0.3901
85 C -5.57 -2.86 -7.30  -0.1286
86 C -3.13 -3.00 -9.13  -0.1254
87 N -2.79 -3.05 -6.13  0.0559
88 Si -2.44 -1.37 -5.80  0.3869
89 C -3.97 -0.37 -5.38  -0.1337
90 C -1.53 -0.53 -7.21  -0.1270
91 C -1.30 -1.30 -4.29  -0.1851
92 H -4.58 -5.73 -8.30  0.0429
93 H -2.96 -5.85 -7.61  0.0365
94 H -4.38 -5.77 -6.54  0.0354
95 H -6.22 -3.36 -8.02  0.0615
96 H -5.61 -1.79 -7.51  0.0328
97 H -5.96 -3.03 -6.30  0.0491
98 H -2.07 -3.27 -9.22  0.0512
99 H -3.23 -1.93 -9.30  0.0335
100 H -3.67 -3.51 -9.93  0.0635
101 H -4.58 -0.18 -6.27  0.0345
102 H -3.68 0.59 -4.96  0.0564
103 H -4.59 -0.89 -4.64  0.0469
104 H -0.69 -1.14 -7.56  0.0512
105 H -1.13 0.43 -6.87  0.0619
106 H -2.19 -0.33 -8.05  0.0349
107 H -0.37 -1.83 -4.48  0.0290
108 H -1.79 -1.74 -3.42  0.0215
109 H -1.06 -0.26 -4.05  0.0399
110 Al -7.38 1.46 4.74  0.8094
111 C 8.13 -6.23 -2.40  -0.0383
112 O 7.55 -4.99 -2.78  0.0419
113 C 7.10 -4.25 -1.74  -0.5818
114 O 7.15 -4.57 -0.58  0.1305
115 O 6.58 -3.11 -2.23  0.0216
116 C 6.06 -2.23 -1.23  -0.0392
117 H 8.46 -6.74 -3.31  0.1203
118 H 8.99 -6.07 -1.76  0.1082
119 H 7.38 -6.87 -1.90  0.1184
120 H 6.84 -1.92 -0.54  0.1177
121 H 5.23 -2.71 -0.69  0.0638
122 H 5.65 -1.32 -1.75  -0.0145
123 C 8.92 -9.55 0.66  0.0748
124 C 8.10 -8.68 -0.31  -0.5689
125 O 6.86 -8.77 -0.18  0.1612
126 O 8.78 -7.99 -1.10  0.1182
127 H 8.27 -10.12 1.32  0.0999
128 H 9.54 -10.24 0.09  0.1069
129 H 9.56 -8.91 1.27  0.1095